The following is a quantum chemistry calculation of C8H12N3O as an isolated structure in a non-equilibrium geometry, from OMol25.

Geometry as XYZ:
```
24
Properties=species:S:1:pos:R:3:forces:R:3:mulliken_charge:R:1
C -2.7975 0.9357 -0.4073 -2.3290 1.5590 -0.1396 -0.633
C -1.8125 1.8574 -0.3991 0.4519 1.2414 -0.8487 -0.771
C -1.3026 -0.7708 0.2412 1.7678 2.2001 -0.3442 -0.930
C -0.2836 0.1824 0.0590 -0.5708 -0.6653 -0.5510 0.567
C -2.5682 -0.3658 0.0002 -2.0030 -2.6102 0.0468 0.907
C -0.4787 1.5020 -0.2683 -2.3658 -2.0275 0.5737 0.410
C 1.7468 1.0628 -0.0660 -3.5466 3.7746 -1.6569 0.659
C 3.1868 1.5011 -0.0249 -2.2298 -4.1917 -2.6752 -1.189
N 1.0702 -0.0232 0.0422 1.9426 0.7977 1.5402 -0.124
N -3.6229 -1.2704 0.1582 -2.3541 0.6518 -0.6501 -0.522
N 2.1645 -2.2163 0.3170 -0.7615 -0.7137 -0.9441 -0.681
O 0.6215 2.1530 -0.4169 5.1720 -0.5512 0.9880 -0.450
H -3.8264 1.3774 -0.6536 1.4328 -1.2323 0.5756 0.215
H -2.1068 2.8493 -0.5914 -0.0249 1.1797 -0.3334 0.449
H -1.0452 -1.6494 0.7047 0.2487 -2.2885 0.6600 0.409
H 3.6613 0.5772 -0.4267 0.4603 0.5552 0.7741 0.301
H 3.4962 1.8020 0.8803 1.0502 0.5876 3.5258 0.310
H 3.4712 2.2284 -0.6945 -0.1210 1.8195 -1.7723 0.376
H 1.6298 -1.0806 0.3187 -0.6531 -0.1277 -0.7690 0.325
H -4.5875 -0.9481 -0.1727 2.2244 -0.8180 0.8394 0.217
H -3.5638 -2.2750 0.3972 0.3924 1.4207 -0.3884 0.191
H 3.0915 -1.9527 0.5173 1.6770 -0.2888 0.0387 0.325
H 2.0499 -2.7178 -0.5850 0.3531 0.4731 0.8973 0.324
H 1.8063 -2.7588 1.0702 -0.2134 -0.7454 0.6134 0.316
```
Forces are in eV/Å.

As for the energy relative to the best compared isomer or geometry (same formula, charge and spin): 27.9 kcal per mole. The frontier orbital gap is 7.8665 eV. Its charge is +1.

=====

The following is a quantum chemistry calculation of a 2-piece molecular cluster, C3H7Cl2PS overall in a non-equilibrium geometry, from OMol25.

Geometry as XYZ:
```
14
Properties=species:S:1:pos:R:3:forces:R:3:mulliken_charge:R:1
S 1.4008 2.1983 -0.6078 2.0091 1.1942 -0.6560 -0.137
P 2.1135 0.8614 -2.0895 0.3526 0.3757 0.1065 0.424
Cl 3.9009 1.8760 -2.2367 0.2408 -0.2001 -0.0876 -0.235
Cl 1.2838 1.4641 -3.8896 -0.1473 0.0486 0.1888 -0.188
H 0.3563 1.5028 -0.5266 -2.4657 -1.4628 0.4870 0.119
C -0.7231 -1.8043 0.0801 -1.8006 4.6590 -3.5900 -0.959
C -1.0913 -0.6263 0.6587 -0.7369 -2.0609 -4.4128 0.136
C -1.0741 -0.3149 2.0397 -2.8372 2.8716 1.9891 -0.925
H -0.3452 -2.6229 0.4607 2.0525 -3.7043 3.0404 0.368
H -0.7426 -2.0092 -1.0488 -0.5096 1.0104 1.5374 0.203
H -1.6338 0.0535 -0.0351 0.6459 -0.1608 0.4950 0.384
H -0.8144 0.7768 2.2276 0.2471 -1.4230 -0.0877 0.222
H -2.1667 -0.3393 2.4648 1.8626 -0.2819 -0.5915 0.227
H -0.4642 -1.0160 2.5026 1.0865 -0.8659 1.5816 0.362
```
Forces are in eV/Å.

The SMILES is SP(Cl)Cl.C=CC. As for the energy relative to the best compared isomer or geometry (same formula, charge and spin): 30.7 kcal per mole. The frontier orbital gap is 9.9091 eV.

=====

The following is a quantum chemistry calculation of C33H26MnN4O6P as an isolated structure in a non-equilibrium geometry, from OMol25.

Geometry as XYZ:
```
71
Properties=species:S:1:pos:R:3:forces:R:3:mulliken_charge:R:1
Mn -0.2273 -0.1084 -0.0229 1.0425 0.4305 0.9122 -0.317
C -3.4210 -0.9808 1.8724 -0.0045 -0.0084 0.0914 -1.144
C -3.1347 -1.3203 0.4562 0.0935 -0.0715 -0.0760 0.112
N -2.0392 -1.0087 -0.2073 -0.3766 -0.3520 -0.2145 0.083
C -2.1839 -1.5287 -1.4700 0.0773 0.1772 -0.2171 -0.052
C -3.3864 -2.1587 -1.5787 -0.2169 -0.1391 0.0645 0.171
N -3.9749 -2.0270 -0.3426 0.2051 0.1417 -0.0386 -0.035
C -4.0878 -2.8770 -2.6748 0.0880 0.0931 0.2987 0.495
O -3.4502 -2.9199 -3.8147 -0.3326 -0.0430 -0.0035 -0.580
O -5.1793 -3.3727 -2.4581 0.1424 0.0351 -0.1596 -0.680
C -1.1045 -1.2658 -2.4758 -0.2578 0.0073 0.5244 0.614
O -1.2474 -1.7347 -3.6267 0.1897 0.2369 0.0513 -0.983
O -0.1613 -0.5689 -2.0205 -0.1297 0.0132 -0.3470 -0.219
H -2.5375 -0.5184 2.3033 -0.0439 -0.0675 -0.0052 0.016
H -3.6595 -1.8723 2.4541 -0.0370 -0.0366 -0.0291 0.410
H -4.2530 -0.2797 1.9522 -0.0209 0.0107 -0.0120 0.358
H -4.8816 -2.4034 -0.1203 -0.0007 0.0003 -0.0007 0.231
H -2.5500 -2.4012 -3.7616 0.1877 -0.1496 -0.1012 0.421
C 4.6404 3.9615 1.9472 -0.0089 0.0054 0.0330 -0.484
C 4.6477 3.8862 0.5637 0.0012 0.0098 -0.0114 -0.730
C 3.8841 2.9276 -0.0920 0.0364 0.0378 -0.0451 -0.251
C 3.1061 2.0365 0.6347 -0.2043 -0.0665 0.2368 0.198
C 3.0950 2.1250 2.0283 -0.0052 -0.0182 0.0853 -0.500
C 3.8607 3.0749 2.6818 0.0316 0.0486 -0.0620 -0.756
P 2.0735 0.7162 -0.0947 -0.5924 -0.5694 -0.8588 1.484
C 2.3643 0.9500 -1.8903 0.1972 0.1268 0.0545 -0.018
C 1.6146 1.9315 -2.5355 -0.0570 0.0486 0.0136 -0.230
C 1.7446 2.1401 -3.8975 -0.0096 0.0301 -0.0498 -0.725
C 2.6132 1.3534 -4.6421 0.0352 -0.0457 0.0153 -0.486
C 3.3536 0.3654 -4.0117 -0.0393 0.0376 0.0041 -0.729
C 3.2346 0.1699 -2.6416 -0.0114 -0.0102 -0.0066 -0.237
C 3.0268 -0.7840 0.2872 -0.0472 0.2668 0.1509 -0.056
C 4.3904 -0.8126 0.4135 0.1006 -0.0994 -0.0254 -0.035
C 5.0451 -2.0287 0.7017 -0.1286 0.0522 -0.0159 -0.872
C 4.3027 -3.1619 0.8866 0.0086 0.0289 -0.0062 -0.766
C 2.8887 -3.1425 0.8032 0.0589 -0.2674 0.0669 0.914
C 2.1215 -4.3033 1.0746 0.0781 0.1127 -0.0239 -1.018
C 0.7633 -4.2147 1.0416 0.0289 0.0013 -0.0189 -1.233
C 0.1243 -2.9954 0.7169 -0.1965 0.0535 -0.0698 0.396
C 0.7875 -1.8219 0.4158 0.0129 -0.4012 -0.0503 0.288
C 2.2202 -1.9381 0.4823 0.0502 0.3109 0.0770 0.126
H 5.2380 4.7091 2.4536 0.0131 0.0086 0.0091 0.355
H 5.2525 4.5728 -0.0154 0.0130 0.0179 0.0025 0.405
H 3.9014 2.8750 -1.1732 -0.0092 -0.0185 0.0009 0.400
H 2.4951 1.4283 2.6053 -0.0117 -0.0460 -0.0247 0.427
H 3.8490 3.1238 3.7629 0.0065 0.0105 0.0274 0.429
H 0.8959 2.5175 -1.9710 0.0212 -0.0204 0.0247 0.415
H 1.1477 2.9002 -4.3866 -0.0088 -0.0030 0.0100 0.389
H 2.6963 1.4946 -5.7122 0.0007 0.0190 -0.0137 0.337
H 4.0179 -0.2666 -4.5872 0.0143 -0.0107 -0.0129 0.360
H 3.8041 -0.6138 -2.1605 0.0139 -0.0121 0.0044 0.362
H 4.9767 0.0910 0.2872 -0.0348 0.0284 0.0047 0.477
H 6.1243 -2.0532 0.7854 0.0214 -0.0179 0.0088 0.400
H 4.7898 -4.1003 1.1265 0.0200 -0.0384 0.0057 0.358
H 2.6278 -5.2299 1.3167 0.0093 -0.0436 0.0140 0.337
H 0.1634 -5.0907 1.2601 -0.0526 -0.0234 0.0057 0.430
H -0.9616 -3.0082 0.7049 0.0040 -0.0408 0.0133 0.092
C -0.3336 0.8359 5.5892 -0.0112 0.0586 0.0664 -0.934
N -0.7161 1.1082 4.2188 -0.1069 0.0454 -0.1828 0.222
C -1.6282 2.0740 3.9039 0.0007 0.0333 -0.0670 0.102
C -1.9643 2.3621 2.6308 0.3451 -0.3411 0.0810 -1.251
C -1.3140 1.5696 1.5989 -0.1564 0.4325 -0.2235 0.843
O -1.5110 1.7309 0.3707 0.0544 -0.1339 0.1062 -0.689
N -0.4596 0.5814 1.9412 -0.0526 0.0013 -0.1122 0.878
C -0.0617 0.3485 3.2131 -0.1227 0.2646 0.0127 -0.276
O 0.8024 -0.4357 3.5622 0.1072 -0.1507 0.0135 -0.691
H -0.8580 1.5381 6.2368 0.0245 -0.0399 0.0252 0.309
H 0.7430 0.9512 5.7137 -0.0366 -0.0009 -0.0031 0.271
H -0.5924 -0.1862 5.8681 0.0170 0.0245 -0.0129 0.281
H -2.0556 2.6017 4.7486 0.0118 -0.0193 -0.0085 0.322
H -2.6702 3.1322 2.3722 -0.0396 0.0448 -0.0061 0.458
```
Forces are in eV/Å.

The frontier orbital gap (alpha / beta) is 7.0783 / 6.6675 eV. Its charge is -1. The spin multiplicity is 2. Its expectation value of S² is 0.771.

=====

What did the second record say?
The following is a quantum chemistry calculation of a 2-piece molecular cluster, C3H7Cl2PS overall in a non-equilibrium geometry, from OMol25.

Geometry as XYZ:
```
14
Properties=species:S:1:pos:R:3:forces:R:3:mulliken_charge:R:1
S 1.4008 2.1983 -0.6078 2.0091 1.1942 -0.6560 -0.137
P 2.1135 0.8614 -2.0895 0.3526 0.3757 0.1065 0.424
Cl 3.9009 1.8760 -2.2367 0.2408 -0.2001 -0.0876 -0.235
Cl 1.2838 1.4641 -3.8896 -0.1473 0.0486 0.1888 -0.188
H 0.3563 1.5028 -0.5266 -2.4657 -1.4628 0.4870 0.119
C -0.7231 -1.8043 0.0801 -1.8006 4.6590 -3.5900 -0.959
C -1.0913 -0.6263 0.6587 -0.7369 -2.0609 -4.4128 0.136
C -1.0741 -0.3149 2.0397 -2.8372 2.8716 1.9891 -0.925
H -0.3452 -2.6229 0.4607 2.0525 -3.7043 3.0404 0.368
H -0.7426 -2.0092 -1.0488 -0.5096 1.0104 1.5374 0.203
H -1.6338 0.0535 -0.0351 0.6459 -0.1608 0.4950 0.384
H -0.8144 0.7768 2.2276 0.2471 -1.4230 -0.0877 0.222
H -2.1667 -0.3393 2.4648 1.8626 -0.2819 -0.5915 0.227
H -0.4642 -1.0160 2.5026 1.0865 -0.8659 1.5816 0.362
```
Forces are in eV/Å.

The SMILES is SP(Cl)Cl.C=CC. As for the energy relative to the best compared isomer or geometry (same formula, charge and spin): 30.7 kcal per mole. The frontier orbital gap is 9.9091 eV.

=====

Question: What is the formula in the third record?
Answer: C33H26MnN4O6P